{"formula": "C19H14BeO4PS3", "method": "the ωB97M-V functional and the def2-TZVPD basis", "species": ["Be", "O", "C", "O", "C", "C", "C", "C", "C", "C", "S", "H", "H", "H", "H", "S", "P", "S", "C", "C", "C", "C", "C", "C", "C", "C", "C", "C", "C", "C", "H", "H", "H", "H", "H", "H", "H", "H", "H", "H", "O", "O"], "coordinates": [[-0.766570, 0.239422, 1.445549], [-2.188149, -0.646142, 4.560679], [-2.113751, -0.990604, 3.397835], [-1.147978, -0.706443, 2.591049], [-3.150714, -1.954382, 2.849221], [-3.480179, -3.026989, 3.674508], [-4.330503, -4.036620, 3.260937], [-4.910150, -3.959079, 2.001395], [-4.650683, -2.865178, 1.196682], [-3.758945, -1.864790, 1.596596], [-3.594481, -0.584218, 0.388860], [-3.028216, -3.049678, 4.657428], [-4.549795, -4.869375, 3.916695], [-5.592100, -4.727888, 1.660125], [-5.160310, -2.767035, 0.245198], [1.125151, 1.400740, 1.597298], [1.323095, 0.603337, -0.228801], [0.261961, -1.061678, -0.359282], [3.080462, 0.362705, -0.651001], [3.932228, 1.465679, -0.665831], [5.270473, 1.310838, -0.979712], [5.770892, 0.048413, -1.282630], [4.926744, -1.050247, -1.266676], [3.583003, -0.893491, -0.950128], [0.795896, 1.793100, -1.506159], [0.796522, 1.384398, -2.838661], [0.413119, 2.260384, -3.838365], [0.016903, 3.553100, -3.512815], [0.002240, 3.958677, -2.188736], [0.392570, 3.080196, -1.185205], [3.543131, 2.449014, -0.427908], [5.925672, 2.172510, -0.988238], [6.818307, -0.074658, -1.527258], [5.313743, -2.034131, -1.499409], [2.913078, -1.745102, -0.929105], [1.079983, 0.367880, -3.085705], [0.411696, 1.934452, -4.870473], [-0.291654, 4.237192, -4.293539], [-0.324243, 4.957117, -1.929316], [0.359685, 3.377154, -0.144769], [-3.171369, 0.745710, 1.243789], [-1.846774, 1.205725, 0.865875]], "forces_ev_per_a": [[-0.26, 0.01, 0.25], [0.03, 0.01, 0.05], [-0.17, 0.01, -0.06], [0.25, 0.06, -0.22], [0.03, 0.04, -0.03], [0.05, 0.00, 0.03], [-0.02, -0.01, -0.01], [0.01, 0.05, 0.02], [0.00, -0.05, 0.04], [-0.06, -0.05, -0.07], [0.01, 0.05, 0.10], [0.00, -0.01, 0.02], [0.01, -0.01, 0.01], [-0.01, -0.01, -0.01], [0.01, 0.02, -0.03], [0.01, -0.01, -0.07], [-0.08, -0.02, 0.00], [0.02, -0.06, -0.01], [0.01, 0.07, 0.04], [-0.03, 0.04, 0.00], [0.04, -0.05, -0.02], [-0.03, 0.03, 0.01], [0.04, 0.01, -0.01], [-0.05, -0.09, -0.01], [0.06, 0.03, -0.06], [0.02, -0.03, 0.00], [0.00, 0.02, 0.02], [0.00, 0.00, -0.02], [0.01, -0.02, -0.01], [-0.03, 0.00, 0.06], [-0.02, 0.00, 0.01], [0.01, 0.01, 0.00], [0.01, 0.00, -0.01], [0.00, -0.01, 0.00], [0.00, 0.01, 0.00], [0.01, -0.01, 0.00], [0.00, 0.00, -0.02], [0.00, 0.01, -0.01], [-0.01, 0.02, 0.01], [0.01, 0.00, 0.00], [0.00, -0.05, -0.11], [0.14, -0.02, 0.10]], "homo_ev": -5.075, "orbital_gap_ev": 7.76, "e_above_lowest_kcal_mol": 5.1, "charge": -1, "total_energy_ev": -70321.388}

{"formula": "C19H14ClF3N2O5PdS", "method": "the ωB97M-V functional and the def2-TZVPD basis", "species": ["Pd", "Cl", "C", "C", "C", "C", "O", "C", "C", "O", "C", "H", "H", "H", "H", "F", "C", "F", "F", "C", "C", "C", "N", "C", "C", "H", "H", "H", "H", "N", "C", "C", "C", "C", "C", "C", "S", "O", "O", "O", "H", "H", "H", "H", "H", "H"], "coordinates": [[0.397743, 1.330789, 0.423923], [5.386361, -1.067524, 5.158760], [3.998860, -0.540176, 4.262806], [2.713013, -0.812187, 4.748732], [1.609282, -0.402380, 4.050190], [1.711193, 0.301981, 2.827369], [0.585353, 0.647892, 2.263770], [3.022266, 0.574703, 2.346952], [3.340497, 1.305404, 1.143235], [2.577608, 1.752165, 0.288083], [4.142920, 0.141366, 3.089940], [2.599717, -1.351119, 5.679860], [0.613644, -0.608593, 4.419202], [4.416026, 1.479955, 0.990354], [5.134197, 0.359227, 2.712664], [-2.051981, -5.083723, -0.972105], [-2.856499, -4.025117, -0.802953], [-3.714399, -4.322701, 0.184929], [-3.568142, -3.874053, -1.927244], [-2.057843, -2.780008, -0.499279], [-2.257473, -2.070919, 0.678142], [-1.503304, -0.937016, 0.894040], [-0.594561, -0.509557, 0.006449], [-0.402668, -1.195842, -1.120694], [-1.121912, -2.343333, -1.414351], [-2.986993, -2.388271, 1.407830], [-1.601290, -0.357533, 1.799261], [0.326209, -0.823745, -1.824557], [-0.954410, -2.834577, -2.362904], [-0.881605, 3.432268, 0.324688], [-0.942554, 2.724552, -0.885474], [-2.159281, 2.178007, -1.346258], [-2.173631, 1.423514, -2.487615], [-0.984176, 1.162253, -3.203036], [0.197192, 1.698112, -2.776992], [0.252440, 2.457448, -1.585749], [-1.037376, 0.065281, -4.630959], [0.130571, 0.437810, -5.397226], [-2.324383, 0.355903, -5.225698], [-0.951867, -1.247191, -3.996432], [-1.759988, 3.499980, 0.815913], [-0.337641, 4.283229, 0.333082], [-3.074541, 2.391004, -0.806502], [-3.099486, 1.019189, -2.876606], [1.093409, 1.533298, -3.361088], [1.149500, 3.020243, -1.346441]], "forces_ev_per_a": [[-0.09, -0.86, -0.28], [0.02, -0.01, 0.02], [-0.05, 0.01, -0.02], [0.04, 0.03, -0.04], [-0.07, 0.00, 0.00], [0.17, -0.03, -0.08], [0.03, 0.17, -0.23], [-0.08, 0.05, -0.02], [-0.02, -0.02, 0.06], [-0.02, 0.29, 0.21], [0.01, 0.00, 0.01], [0.00, 0.00, 0.00], [0.01, -0.01, 0.01], [0.00, -0.04, -0.03], [0.01, 0.00, 0.00], [0.02, -0.02, 0.01], [-0.05, 0.07, -0.13], [-0.01, -0.01, 0.03], [0.03, -0.02, 0.07], [-0.01, -0.01, 0.07], [0.04, 0.01, -0.06], [0.01, -0.10, -0.03], [-0.11, 0.34, 0.11], [0.00, -0.03, -0.04], [0.03, -0.06, 0.01], [0.00, 0.01, 0.01], [0.01, 0.04, 0.03], [-0.02, 0.01, 0.02], [-0.01, 0.03, 0.05], [-0.01, 0.10, -0.15], [-0.05, -0.14, 0.28], [-0.02, 0.05, 0.00], [0.09, -0.02, 0.04], [-0.01, -0.02, 0.02], [0.01, -0.05, -0.01], [0.09, 0.09, 0.19], [-0.10, 0.12, -0.11], [0.01, -0.03, 0.01], [0.07, -0.03, 0.02], [0.04, 0.02, -0.01], [0.03, 0.17, 0.00], [-0.04, -0.03, 0.01], [0.00, -0.01, 0.01], [-0.01, -0.01, -0.01], [0.00, 0.00, -0.02], [0.01, -0.04, -0.03]], "homo_ev": -8.586, "orbital_gap_ev": 6.49, "e_above_lowest_kcal_mol": 26.2, "total_energy_ev": -68137.004}

{"formula": "C19H14ClI2NO2Se4V", "method": "the ωB97M-V functional and the def2-TZVPD basis", "species": ["V", "Cl", "C", "C", "C", "C", "O", "C", "C", "O", "C", "H", "H", "H", "H", "I", "C", "I", "H", "H", "Se", "Se", "Se", "Se", "C", "C", "C", "C", "N", "C", "C", "C", "C", "C", "C", "C", "H", "H", "H", "H", "H", "H", "H", "H"], "coordinates": [[0.478370, 0.646959, 0.852098], [7.066386, -2.288456, 0.433935], [5.522990, -1.467316, 0.233462], [5.196742, -0.941145, -1.026148], [3.996613, -0.296478, -1.184015], [3.065646, -0.166050, -0.126407], [1.940644, 0.445882, -0.340961], [3.420021, -0.704958, 1.150880], [2.578461, -0.585267, 2.289125], [1.412689, -0.057967, 2.282535], [4.673367, -1.349468, 1.293294], [5.886650, -1.048076, -1.852612], [3.714915, 0.129504, -2.138942], [2.966393, -0.910059, 3.256113], [4.950011, -1.758019, 2.258072], [-0.911030, 2.357222, -2.150811], [-2.096537, 1.575719, -3.752140], [-2.234294, -0.554254, -3.770766], [-1.673165, 1.870252, -4.704465], [-3.108202, 1.946811, -3.642906], [0.983213, 3.199397, 0.456117], [-0.048685, 4.803034, 1.840017], [-1.936949, 5.568213, 0.595762], [-3.594722, 5.787358, 2.217046], [-3.667889, 2.208477, 1.144939], [-4.408174, 1.195124, 0.561978], [-3.790403, 0.005050, 0.214147], [-2.426949, -0.151262, 0.440351], [-1.699759, 0.862136, 0.963873], [-2.312597, 1.997749, 1.318644], [-1.649620, -1.365094, 0.137192], [-2.247861, -2.551990, -0.286347], [-1.465721, -3.666123, -0.546052], [-0.086023, -3.576978, -0.374904], [0.495646, -2.389017, 0.045742], [-0.259471, -1.236536, 0.320009], [-4.087471, 3.166025, 1.435634], [-5.467671, 1.331202, 0.375040], [-4.353140, -0.794000, -0.247135], [-1.689443, 2.776003, 1.741420], [-3.322596, -2.617046, -0.416815], [-1.922834, -4.591921, -0.876872], [0.537472, -4.442949, -0.576085], [1.574978, -2.361685, 0.156960]], "forces_ev_per_a": [[-0.07, 0.15, -0.05], [0.00, 0.00, 0.00], [-0.01, 0.02, -0.03], [0.03, -0.01, 0.01], [-0.03, 0.04, 0.00], [0.05, -0.08, 0.02], [-0.03, -0.05, -0.11], [-0.02, -0.01, 0.05], [0.01, 0.00, 0.02], [-0.03, -0.02, 0.01], [0.00, 0.01, -0.02], [0.01, 0.00, 0.01], [0.00, -0.01, 0.00], [-0.01, 0.01, 0.00], [-0.01, 0.00, 0.01], [0.01, -0.01, -0.01], [0.00, 0.01, 0.04], [0.00, 0.00, 0.01], [-0.01, 0.00, 0.00], [-0.01, 0.00, -0.03], [-0.01, -0.03, 0.02], [-0.05, 0.03, -0.02], [0.05, 0.01, 0.04], [-0.01, 0.00, -0.01], [-0.05, 0.04, -0.01], [-0.01, -0.02, 0.00], [0.05, 0.01, 0.00], [0.02, 0.02, 0.01], [0.00, -0.10, 0.06], [0.05, -0.03, 0.00], [-0.01, 0.02, 0.01], [0.03, 0.00, 0.00], [-0.01, 0.03, 0.01], [0.00, 0.01, 0.00], [0.01, -0.02, 0.00], [0.03, 0.02, -0.05], [0.02, -0.01, 0.01], [0.01, 0.00, -0.01], [0.00, -0.01, 0.00], [0.01, 0.00, -0.01], [-0.01, 0.00, 0.00], [0.00, 0.00, 0.00], [0.00, 0.00, 0.00], [0.00, 0.00, 0.00]], "homo_ev": [-0.821, -0.847], "multiplicity": 2, "orbital_gap_ev": [4.52, 4.55], "e_above_lowest_kcal_mol": 0.0, "charge": -2, "total_energy_ev": -341315.269}

{"formula": "C19H14Co2NO6S", "method": "the ωB97M-V functional and the def2-TZVPD basis", "species": ["C", "C", "N", "C", "C", "S", "H", "H", "H", "H", "H", "H", "H", "O", "C", "Co", "C", "O", "C", "O", "C", "C", "C", "C", "C", "C", "C", "C", "C", "Co", "C", "O", "C", "O", "C", "O", "H", "H", "H", "H", "H", "H", "H"], "coordinates": [[-2.331288, -1.724904, -2.096082], [-3.338774, -1.175722, -1.149946], [-3.177630, -0.337582, -0.198850], [-4.381028, -0.083387, 0.628020], [-5.581348, -0.825241, 0.028630], [-4.993900, -1.792360, -1.382338], [-1.323279, -1.464744, -1.789793], [-2.387985, -2.815942, -2.117467], [-2.489845, -1.338989, -3.104984], [-4.250229, -0.420118, 1.664724], [-4.611168, 0.985083, 0.688529], [-6.057013, -1.495708, 0.752685], [-6.351853, -0.136917, -0.338624], [2.605384, -4.408027, 3.434732], [2.747607, -3.391454, 2.908420], [3.084479, -1.923745, 1.971207], [4.797718, -1.863973, 1.652912], [5.902763, -1.870951, 1.299849], [2.538979, -2.220085, 0.362693], [2.267302, -2.343518, -0.763295], [2.271562, -0.006996, 2.285785], [1.810011, 0.886172, 1.338845], [2.093534, 1.934249, 0.534600], [1.831699, 2.103219, -0.897677], [2.889620, 2.479321, -1.774738], [2.682046, 2.564298, -3.151829], [1.399291, 2.375085, -3.671725], [0.323938, 2.085321, -2.825836], [0.525699, 1.997249, -1.442810], [0.465530, 0.252837, 2.322744], [0.007902, -1.094780, 3.380043], [0.009967, -2.070735, 3.999909], [-0.148320, -0.436980, 0.862608], [-0.391034, -0.961931, -0.142627], [-0.603098, 1.628135, 2.888758], [-1.193605, 2.353737, 3.569411], [3.004676, 0.154777, 3.096927], [2.723454, 2.708591, 1.012763], [3.873866, 2.669479, -1.340849], [3.530399, 2.746347, -3.805757], [1.227048, 2.445740, -4.735188], [-0.679467, 1.917904, -3.212751], [-0.323611, 1.917247, -0.741629]], "forces_ev_per_a": [[0.60, 0.14, -0.11], [-0.58, 0.82, 1.15], [-0.15, -0.44, -0.18], [0.25, -0.27, -0.56], [-1.04, -0.14, -0.19], [-0.15, -0.18, 0.10], [-0.25, 0.06, -0.13], [-0.19, 0.08, -0.07], [-0.19, -0.08, 0.01], [0.50, 0.03, -0.31], [0.36, -0.06, -0.16], [0.12, 0.12, -0.16], [0.16, -0.11, 0.14], [0.01, 1.05, -0.32], [-0.11, -1.99, 0.45], [-0.60, 0.85, 0.87], [2.03, 1.19, 0.40], [-1.10, -0.34, 0.09], [-1.83, 0.49, -2.21], [0.79, -0.13, 1.70], [2.44, 0.67, 0.39], [1.51, 1.52, -0.10], [1.29, 0.43, 0.24], [-1.22, 1.04, -0.52], [-0.53, -0.43, 0.45], [-0.33, -0.02, 0.53], [-0.11, -0.29, 0.21], [0.33, 0.07, 0.61], [0.35, -0.04, 0.05], [-4.74, -2.20, -0.91], [1.12, -1.03, 1.52], [-0.61, 0.93, -0.63], [-1.56, -1.54, -2.55], [0.98, 0.90, 1.82], [0.80, 0.89, 1.76], [0.03, -0.67, -1.17], [0.44, -0.35, -0.60], [0.84, -0.78, -0.68], [-0.22, -0.21, -0.18], [-0.18, 0.15, 0.03], [0.05, -0.04, -0.15], [0.19, 0.21, -0.07], [0.51, -0.30, -0.56]], "homo_ev": -3.525, "orbital_gap_ev": 5.21, "e_above_lowest_kcal_mol": 15.7, "charge": -1, "total_energy_ev": -119789.678}